Entry 1:
The following is a DFT calculation (the ωB97M-V functional and the def2-TZVPD basis) of 5 unconnected molecules or ions with the total composition C12H32IO4 in a non-equilibrium geometry.

Cartesian coordinates (Å):
1 I 0.733 -0.501 -1.433
2 C -6.592 5.021 1.278
3 C -5.542 3.940 1.103
4 C -6.002 2.524 1.510
5 O -5.126 3.847 -0.199
6 H -7.247 5.004 2.149
7 H -7.291 5.081 0.443
8 H -6.099 5.991 1.343
9 H -4.653 4.134 1.703
10 H -5.265 1.741 1.686
11 H -6.604 2.035 0.743
12 H -6.590 2.548 2.428
13 H -4.419 3.202 -0.272
14 C 3.878 0.505 6.472
15 C 2.479 1.170 6.344
16 C 2.428 2.463 5.479
17 O 1.670 0.242 5.680
18 H 3.859 -0.325 7.178
19 H 4.695 1.166 6.762
20 H 4.191 0.041 5.537
21 H 2.088 1.377 7.340
22 H 2.946 2.413 4.521
23 H 2.861 3.237 6.112
24 H 1.408 2.741 5.211
25 H 1.937 0.133 4.764
26 C -0.182 -8.266 1.028
27 C -1.525 -7.721 0.517
28 C -2.292 -6.945 1.592
29 O -1.193 -6.934 -0.607
30 H -0.300 -8.886 1.916
31 H 0.467 -7.433 1.298
32 H 0.247 -8.901 0.253
33 H -2.196 -8.476 0.107
34 H -1.668 -6.143 1.985
35 H -2.533 -7.452 2.526
36 H -3.175 -6.429 1.214
37 H -1.186 -6.041 -0.254
38 C 4.780 3.542 -8.706
39 C 3.807 2.560 -8.091
40 C 4.589 1.358 -7.613
41 O 3.256 3.177 -6.977
42 H 5.460 3.077 -9.420
43 H 5.348 4.039 -7.920
44 H 4.251 4.353 -9.205
45 H 3.000 2.202 -8.730
46 H 5.273 0.983 -8.374
47 H 3.905 0.536 -7.401
48 H 5.103 1.575 -6.676
49 H 3.020 2.496 -6.343

net charge: -1
E_tot: -29254.7083 eV
HOMO: -3.4353 eV

Atomic partial charges in e from the Löwdin method, atoms 1 to 6: I -1.000; C -0.052; C -0.524; C -0.064; O -0.038; H 0.073

Entry 2:
The following is a DFT calculation (the ωB97M-V functional and the def2-TZVPD basis) of 6 unconnected molecules or ions with the total composition C12H32N7O11 in a non-equilibrium geometry.

Cartesian coordinates (Å):
1 C -1.587 -2.221 -3.878
2 O -2.001 -0.926 -3.510
3 C -1.061 0.095 -3.810
4 C -1.123 1.131 -2.715
5 C -0.212 0.799 -1.482
6 N 0.350 -0.539 -1.472
7 C -0.452 -1.375 -0.648
8 C 0.038 -2.826 -0.595
9 C -1.026 -3.656 0.132
10 N -1.779 -4.543 -0.780
11 H -0.510 -2.307 -3.982
12 H -2.095 -2.523 -4.801
13 H -1.906 -2.917 -3.108
14 H -1.390 0.579 -4.743
15 H -0.052 -0.273 -3.952
16 H -2.157 1.120 -2.375
17 H -0.910 2.139 -3.077
18 H 0.570 1.557 -1.356
19 H -0.854 0.903 -0.599
20 H -1.515 -1.425 -0.974
21 H -0.478 -1.040 0.415
22 H 0.923 -2.827 0.039
23 H 0.261 -3.221 -1.577
24 H -0.599 -4.191 0.977
25 H -1.750 -2.967 0.561
26 H -2.768 -4.495 -0.593
27 H -1.449 -5.494 -0.705
28 C 1.341 1.056 2.831
29 N 0.014 1.273 2.175
30 O -0.088 2.161 1.353
31 O -0.888 0.522 2.507
32 H 2.042 1.774 2.430
33 H 1.209 1.192 3.899
34 H 1.651 0.039 2.604
35 C 5.318 2.866 3.205
36 N 4.479 1.650 3.425
37 O 4.539 0.765 2.597
38 O 3.774 1.629 4.424
39 H 5.863 2.732 2.279
40 H 4.654 3.723 3.143
41 H 5.992 2.951 4.053
42 C 3.055 0.725 -0.663
43 N 3.645 2.051 -0.998
44 O 3.439 2.510 -2.099
45 O 4.302 2.605 -0.137
46 H 2.490 0.352 -1.510
47 H 3.879 0.061 -0.413
48 H 2.399 0.867 0.188
49 C -1.992 -2.348 4.212
50 N -1.177 -3.496 3.733
51 O -1.772 -4.475 3.327
52 O 0.029 -3.369 3.778
53 H -3.039 -2.605 4.107
54 H -1.732 -2.177 5.253
55 H -1.733 -1.488 3.598
56 C -4.253 3.597 -1.996
57 N -3.077 4.478 -2.236
58 O -2.755 4.682 -3.389
59 O -2.527 4.936 -1.256
60 H -4.639 3.268 -2.953
61 H -3.918 2.751 -1.404
62 H -4.990 4.186 -1.457

net charge: -1
E_tot: -45900.5807 eV
HOMO: -1.8941 eV

Atomic partial charges in e from the Löwdin method, atoms 1 to 6: C -0.129; O -0.201; C -0.271; C -0.163; C -0.321; N -0.135

Entry 3:
The following is a DFT calculation (the ωB97M-V functional and the def2-TZVPD basis) of a molecular structure, C12H32N8O2Ru.

Cartesian coordinates (Å):
1 Ru -0.658 0.656 -0.017
2 N -1.863 2.394 -0.380
3 C -0.992 3.609 -0.401
4 C 0.020 3.453 0.709
5 N 0.712 2.134 0.568
6 C 1.244 1.662 1.883
7 C 0.094 1.321 2.818
8 N -0.938 0.482 2.104
9 C 1.800 2.260 -0.464
10 C 1.834 1.055 -1.381
11 N 0.430 0.751 -1.829
12 H -2.417 2.357 -1.234
13 H -2.558 2.504 0.359
14 H -1.578 4.519 -0.274
15 H -0.517 3.664 -1.380
16 H -0.492 3.485 1.668
17 H 0.750 4.265 0.707
18 H 1.881 2.428 2.333
19 H 1.852 0.779 1.686
20 H -0.402 2.211 3.198
21 H 0.474 0.784 3.686
22 H -1.852 0.676 2.510
23 H -0.748 -0.494 2.320
24 H 2.765 2.394 0.026
25 H 1.611 3.163 -1.044
26 H 2.199 0.170 -0.867
27 H 2.476 1.253 -2.239
28 H 0.452 -0.116 -2.362
29 H 0.120 1.469 -2.484
30 N -1.957 -0.984 -0.601
31 C -1.472 -2.214 0.095
32 C -2.008 -3.535 -0.456
33 C -1.657 -3.954 -1.889
34 C -0.244 -4.499 -2.136
35 N 0.173 -5.526 -1.189
36 C 0.169 -6.844 -1.394
37 N -0.462 -7.378 -2.437
38 N 0.795 -7.641 -0.533
39 C 0.051 -2.129 0.229
40 O 0.732 -3.119 0.321
41 O 0.538 -0.904 0.304
42 H -2.947 -0.859 -0.400
43 H -1.919 -1.136 -1.608
44 H -1.850 -2.135 1.120
45 H -3.097 -3.499 -0.371
46 H -1.690 -4.315 0.238
47 H -1.825 -3.140 -2.604
48 H -2.385 -4.718 -2.169
49 H 0.503 -3.710 -2.076
50 H -0.178 -4.894 -3.150
51 H 0.606 -5.176 -0.344
52 H -1.040 -6.830 -3.048
53 H -0.370 -8.358 -2.651
54 H 1.413 -7.270 0.170
55 H 0.728 -8.644 -0.602

⟨S²⟩: 0.75
net charge: +3
spin multiplicity: 2
E_tot: -31540.2461 eV
HOMO (alpha / beta): -18.2573 / -18.2573 eV

Atomic partial charges in e from the Löwdin method, atoms 1 to 6: Ru 1.336; N -0.057; C -0.168; C -0.141; N -0.269; C -0.142

Entry 4:
The following is a DFT calculation (the ωB97M-V functional and the def2-TZVPD basis) of a molecular structure, C12H33BMnO7 in a non-equilibrium geometry.

Cartesian coordinates (Å):
1 Mn -0.334 -0.468 1.224
2 C 1.889 -3.631 1.583
3 C 2.424 -2.209 1.762
4 O 1.466 -1.294 2.019
5 H 1.284 -3.930 2.445
6 H 2.685 -4.398 1.533
7 H 1.248 -3.724 0.703
8 H 3.034 -1.956 0.842
9 H 3.205 -2.243 2.560
10 O -0.293 0.906 2.791
11 C -0.275 2.258 2.948
12 C 1.067 3.069 2.828
13 O 2.192 2.605 3.344
14 H -0.789 2.527 3.904
15 H -0.919 2.765 2.161
16 H 0.768 4.075 3.284
17 H 1.175 3.296 1.712
18 B -1.899 -2.026 1.637
19 H -1.907 -1.382 2.661
20 H -2.737 -2.905 1.721
21 H -2.132 -1.331 0.692
22 H -0.842 -2.573 1.477
23 C 2.553 1.180 0.311
24 O 1.154 1.165 0.357
25 C 0.549 1.883 -0.694
26 C -0.898 2.189 -0.363
27 O -1.555 1.078 0.231
28 C -2.880 1.365 0.577
29 H 2.956 0.399 -0.350
30 H 2.920 0.993 1.325
31 H 2.943 2.178 0.077
32 H 0.572 1.274 -1.609
33 H 1.048 2.845 -0.851
34 H -1.448 2.472 -1.275
35 H -0.942 3.021 0.344
36 H -2.926 2.180 1.308
37 H -3.319 0.483 1.038
38 H -3.470 1.622 -0.319
39 C -0.905 0.764 -4.708
40 O -0.931 0.342 -3.381
41 C -1.116 -1.042 -3.265
42 C -1.242 -1.479 -1.821
43 O -0.150 -1.194 -0.989
44 C 1.090 -1.726 -1.391
45 H -0.759 1.845 -4.732
46 H -1.834 0.524 -5.245
47 H -0.068 0.328 -5.276
48 H -0.305 -1.607 -3.753
49 H -2.040 -1.375 -3.769
50 H -1.492 -2.551 -1.804
51 H -2.108 -1.002 -1.361
52 H 1.811 -1.404 -0.642
53 H 1.402 -1.357 -2.376
54 H 1.078 -2.822 -1.422

⟨S²⟩: 8.75
net charge: -2
spin multiplicity: 6
E_tot: -59302.2493 eV
HOMO (alpha / beta): 1.1369 / 1.1298 eV

Atomic partial charges in e from the Löwdin method, atoms 1 to 6: Mn 0.772; C -0.133; C -0.519; O -0.296; H 0.063; H 0.047